1.
The following is a quantum chemistry calculation of a gas-phase ion, C5H11NO (charge -1) at a distorted geometry, from OMol25.

Last column: Mulliken spin population.
Geometry (Å):
C -2.19818 0.89000 -0.38238  0.08
N -1.53085 -0.05186 0.46574  0.12
C 2.28521 0.14978 -0.37379  -0.11
C 0.81049 0.56098 -0.16081  0.19
C -0.19686 -0.57892 -0.03163  0.03
C 0.08651 -1.75004 0.94327  0.79
O 1.27506 -2.18215 0.99888  0.07
H -3.28128 0.87228 -0.18960  -0.01
H -1.97890 0.66391 -1.42795  0.00
H -1.84970 1.95438 -0.37590  -0.02
H -1.45182 0.19681 1.44257  -0.25
H 2.95084 0.93122 0.05839  0.00
H 2.58601 0.08817 -1.43626  0.00
H 2.56453 -0.63457 0.30969  0.03
H 0.48403 1.24861 -0.93716  0.04
H 0.65550 1.00276 0.83642  0.00
H -0.41677 -1.04755 -1.02954  -0.09
H -0.79383 -2.31382 1.29005  0.12

Summary:
E_LUMO (spin up / spin down) in eV: 4.09 / 3.99
Multiplicity: 2
Gap between HOMO and LUMO (spin up / spin down) in eV: 3.727 / 7.138
⟨S²⟩: 0.753
Charge: -1
HOMO energy (spin up / spin down) in Eh: 0.0133 / -0.1158
Energy above the lowest of the compared OMol25 structures with the same formula, charge and spin in kJ/mol: 124.8

2.
The following is a quantum chemistry calculation of a molecular structure, C34H42MgNO2 at a distorted geometry, from OMol25.

Last column: Mulliken charge in e.
Geometry (Å):
C 2.30840 -0.42817 0.78370  0.33
C 2.32708 -1.20719 -0.39330  -1.79
C 1.82870 -0.43042 -1.44731  0.38
H 2.73078 -2.22507 -0.48821  0.31
C 1.40850 0.81954 -0.92093  -0.74
C 1.76322 0.84652 0.45971  -1.21
H 1.07464 1.68750 -1.50176  0.48
C -1.59926 -2.56005 1.26618  -0.59
C -0.47045 -3.28322 0.81448  -0.94
C -0.32869 -3.06246 -0.57648  -0.34
H 0.13887 -3.95366 1.40792  0.41
C -1.34549 -2.19789 -1.01188  -0.22
C -2.13940 -1.83494 0.14646  -2.00
H 1.88592 -0.70443 -2.50990  0.41
H 1.75376 1.72573 1.10554  0.61
H 2.74844 -0.71441 1.73460  0.58
H -3.12074 -1.33245 0.12659  0.58
H 0.41321 -3.53371 -1.23183  0.39
H -2.03899 -2.60589 2.24964  0.52
Mg -0.90696 0.07108 0.23314  0.88
C -1.65615 -1.74746 -2.41362  3.91
C -3.17893 -1.87182 -2.60645  -1.91
C -0.91344 -2.55635 -3.47617  -2.21
H -3.47629 -2.90516 -2.34698  0.39
H -3.46611 -1.69020 -3.64600  0.45
H -3.73203 -1.17644 -1.95533  0.38
H -1.15590 -3.61626 -3.39741  0.39
H 0.17123 -2.43502 -3.40873  0.31
H -1.23034 -2.20185 -4.46186  0.45
C -1.12095 -0.27434 -2.52049  4.52
C -2.02135 0.76255 -3.18451  -0.99
H -0.10267 -0.25578 -2.89783  -1.34
H -1.08845 0.21998 -1.53072  -2.70
O -2.94429 1.20656 -2.48263  -0.66
N -1.58040 1.26815 -4.42046  -0.13
C -0.36261 2.16535 -4.22954  -0.92
H -2.34916 1.78710 -4.85466  0.40
C 0.94461 1.48372 -4.52203  0.96
C 2.15022 2.10574 -4.14326  -0.45
H 2.12521 3.06285 -3.61407  0.30
C 3.38389 1.51386 -4.43773  -0.50
H 4.32077 1.99185 -4.12923  0.35
C 3.43248 0.30931 -5.14677  -0.47
H 4.38745 -0.15035 -5.41155  0.36
C 2.24032 -0.31089 -5.54477  -0.51
H 2.24014 -1.24754 -6.11690  0.35
C 1.00065 0.27804 -5.22786  -0.21
H 0.05407 -0.16741 -5.55254  0.33
H -0.35188 2.53566 -3.18252  0.21
H -0.49356 3.04382 -4.88252  0.52
C -2.26890 3.51590 2.69780  -1.56
C -0.83100 3.00987 2.61301  1.20
C 0.14253 4.17847 2.80856  -1.71
C -0.61068 1.90077 3.63222  0.08
C -0.66191 2.18822 4.98871  0.00
C -0.37081 1.20414 5.93152  -1.64
C 0.03771 -0.05968 5.50724  -0.02
C 0.10703 -0.36773 4.16052  -0.28
C 0.72008 -1.69728 3.74416  2.31
C 2.17858 -1.84748 4.16944  -1.99
C -0.07839 -2.86011 4.31462  -1.71
C -0.40319 0.55864 3.21503  0.27
O -0.71939 0.19976 2.01612  0.43
H -2.46798 3.98875 3.66486  0.31
H -2.96604 2.68067 2.57999  0.35
H -2.46195 4.23886 1.89607  0.43
H -0.65422 2.60039 1.60712  -0.62
H -0.00856 4.68851 3.76699  0.34
H 1.18334 3.83527 2.76723  0.38
H 0.00116 4.90503 1.99612  0.45
H -0.92639 3.20353 5.29191  0.31
H -0.42163 1.43937 6.98502  0.34
H 0.32713 -0.81871 6.23406  0.28
H 0.68159 -1.73518 2.65712  -0.98
H 2.26356 -1.91395 5.26098  0.41
H 2.59535 -2.76996 3.74486  0.43
H 2.79159 -1.00897 3.83842  0.42
H -1.15362 -2.73558 4.13103  0.29
H 0.24874 -3.80601 3.87763  0.38
H 0.06817 -2.91960 5.40038  0.45

Summary:
E_LUMO in eV: 2.40
Gap between HOMO and LUMO in eV: 6.070
Charge: -1
HOMO energy in Eh: -0.1350
Energy above the lowest of the compared OMol25 structures with the same formula, charge and spin in kJ/mol: 135.0

3.
The following is a quantum chemistry calculation of a gas-phase ion, C4H11N2S (charge -1) at a distorted geometry, from OMol25.

Last column: Mulliken charge in e.
Geometry (Å):
C 1.10355 1.37302 1.50138  -1.23
C -0.09933 0.89225 0.66767  0.29
C 0.14691 1.06588 -0.82247  -1.23
S -1.16353 0.41077 -1.94923  -0.65
N -0.42782 -0.48392 1.03162  -0.16
C 0.01552 -1.67277 0.36055  -0.62
N 1.23999 -2.30754 0.97879  -0.75
H 0.78854 1.70954 2.48924  0.28
H 1.69508 2.13005 0.98783  0.36
H 1.83579 0.57711 1.64473  0.26
H -0.97603 1.48842 0.89846  0.31
H 0.18734 2.12294 -1.08830  0.33
H 1.09070 0.60518 -1.13263  0.33
H -1.25545 -0.62217 1.57600  0.19
H -0.78521 -2.40368 0.49876  0.31
H 0.19880 -1.46510 -0.68562  0.37
H 1.33950 -1.86456 1.88867  0.29
H 2.02441 -1.95208 0.45568  0.31

Summary:
E_LUMO in eV: 3.93
Gap between HOMO and LUMO in eV: 6.277
Charge: -1
HOMO energy in Eh: -0.0863
SMILES: C[C@@H](C[S-])NCN
Energy above the lowest of the compared OMol25 structures with the same formula, charge and spin in kJ/mol: 87.2

4.
The following is a quantum chemistry calculation of 4 unconnected molecules or ions with the total composition C19H24B2FNO7S at a distorted geometry, from OMol25.

Last column: Mulliken charge in e.
Geometry (Å):
O 3.52044 -5.13100 2.49018  -0.54
S 3.84823 -4.27917 1.23894  1.09
O 3.22151 -4.93111 -0.04753  -0.53
F 5.57538 -4.43086 1.00799  -0.30
N 3.51327 -2.57244 1.39976  0.56
C 2.23359 -2.28873 2.15443  -0.87
B 1.02987 -1.61290 1.25758  0.63
O 1.06542 -0.30123 0.58157  -0.54
O -0.24195 -2.38843 1.15771  -0.52
O 4.54657 -1.91762 1.95913  -0.50
B 5.25209 -1.05592 0.97507  0.55
O 4.98315 -1.04327 -0.48865  -0.37
O 6.31652 -0.13881 1.47616  -0.49
H 1.78052 -3.20083 2.73030  0.35
H 2.51153 -1.48293 2.99031  0.31
H 2.01975 0.04440 0.69540  0.25
H -0.74873 -2.12369 0.33253  0.30
H 5.59919 -1.71257 -0.93240  0.30
H 6.83967 -0.67502 2.15460  0.32
C 2.37351 1.32922 -4.86162  -0.39
C 1.29744 2.11385 -4.44782  -0.34
C 0.67803 1.86003 -3.22443  -0.44
C 1.13222 0.81782 -2.41589  -0.41
C 2.20235 0.02725 -2.83393  -0.19
C 2.82424 0.28340 -4.05562  -0.56
H 2.86023 1.53150 -5.81183  0.36
H 0.94175 2.92443 -5.07895  0.37
H -0.15839 2.47392 -2.90071  0.42
H 0.65153 0.62145 -1.46155  0.44
H 2.55269 -0.78883 -2.20668  0.36
H 3.65967 -0.33128 -4.38017  0.36
C -3.31351 2.19737 -2.88831  -0.31
C -3.01892 3.44449 -3.43853  -0.16
C -3.95164 4.47851 -3.36372  -0.52
C -5.18195 4.26411 -2.74195  -0.32
C -5.48025 3.01425 -2.19992  -0.36
C -4.54607 1.98125 -2.27138  -0.45
H -2.58389 1.39387 -2.94083  0.40
H -2.06122 3.61096 -3.92535  0.33
H -3.72034 5.45131 -3.78963  0.35
H -5.90780 5.07024 -2.68122  0.35
H -6.44138 2.84517 -1.72054  0.35
H -4.77775 1.00800 -1.84686  0.36
C -2.11914 -0.60770 3.30785  -0.24
C -3.19521 0.17694 3.72165  -0.49
C -3.81462 -0.07688 4.94503  -0.39
C -3.36043 -1.11909 5.75357  -0.34
C -2.29030 -1.90967 5.33554  -0.56
C -1.66841 -1.65351 4.11385  -0.07
H -1.63242 -0.40542 2.35764  0.33
H -3.55090 0.98752 3.09052  0.38
H -4.65104 0.53701 5.26875  0.35
H -3.84113 -1.31546 6.70791  0.35
H -1.93996 -2.72574 5.96278  0.35
H -0.83298 -2.26819 3.78930  0.30

Summary:
E_LUMO in eV: -1.08
Gap between HOMO and LUMO in eV: 8.285
HOMO energy in Eh: -0.3442
SMILES: O=S(=O)(F)N(CB(O)O)OB(O)O.c1ccccc1.c1ccccc1.c1ccccc1